Entry 1:
Density functional theory data (wB97M-V/def2-TZVPD) for a molecular structure, C19H18CaN5OS.

Results
E: -58765.7564 eV
LUMO level: -3.11 eV
HOMO energy: -11.5 eV
Frontier orbital gap: 8.39 eV

ORCA input file:
```
! RIJCOSX wB97M-V def2-TZVPD def2/J DEFGRID3
* xyz 1 1
Ca 0.08338 0.14839 -0.75497
O -0.97959 -1.13838 3.07488
C -0.87555 -0.53738 2.01233
N 0.24825 -0.20722 1.36873
C 1.46688 -0.75800 1.91448
C 2.62894 -0.50514 0.98948
C 3.89541 -0.25603 1.51098
C 4.96900 -0.09300 0.65339
C 4.74886 -0.17800 -0.71562
C 3.45608 -0.40284 -1.15448
N 2.41491 -0.55656 -0.33251
C -2.16506 -0.15093 1.28989
C -3.32975 -0.04104 2.03814
C -4.52178 0.23676 1.39057
C -4.51735 0.37096 0.00917
C -3.31524 0.23358 -0.66129
N -2.16017 -0.01347 -0.04304
H 1.37517 -1.84635 2.05373
H 1.69822 -0.36317 2.91039
H 4.02798 -0.20685 2.58140
H 5.95974 0.09550 1.04400
H 5.55428 -0.07633 -1.42845
H 3.24340 -0.47127 -2.21695
H -3.26991 -0.19566 3.10540
H -5.44208 0.33556 1.94953
H -5.42349 0.57279 -0.54250
H -3.27500 0.32727 -1.74180
N 2.75350 2.99976 -0.77886
C 1.65868 3.01772 -0.01615
S 0.10415 2.92370 -0.70280
N 1.74655 3.08654 1.31679
C 2.88597 3.25382 2.14562
C 3.94688 4.07893 1.79130
C 5.03102 4.20325 2.64866
C 5.05001 3.53898 3.86274
C 3.96682 2.75404 4.23368
C 2.88921 2.60555 3.37861
H 2.64195 3.07117 -1.77497
H 3.67804 3.03313 -0.37964
H 0.86588 2.92531 1.78646
H 3.91191 4.67530 0.89011
H 5.85152 4.85015 2.37136
H 5.89308 3.65161 4.52899
H 3.96005 2.25556 5.19281
H 2.04366 1.99053 3.66090
*
```

=====

Entry 2:
Density functional theory data (wB97M-V/def2-TZVPD) for a molecular structure, C19H18CdN2O7P3Se.

Results
E: -135097.1466 eV
LUMO level: 2.58 eV
HOMO energy: -5.5 eV
Frontier orbital gap: 8.05 eV

ORCA input file:
```
! RIJCOSX wB97M-V def2-TZVPD def2/J DEFGRID3
* xyz -1 1
Cd -1.72567 1.62681 0.19811
O -1.76358 5.40023 0.59707
P -0.52321 4.55723 0.06584
O 0.71671 5.33690 0.01344
O -0.47256 3.22247 0.83650
O -1.01041 4.16606 -1.46968
P -2.31735 3.26748 -1.81148
O -2.85147 3.88621 -3.18271
O -1.87690 1.83773 -2.03156
O -3.30332 3.46702 -0.69948
H -2.58802 4.92977 0.36986
H -2.40655 3.47514 -3.93003
N 1.99901 2.23963 0.26313
C 2.68901 1.06232 0.17210
C 4.10096 1.07194 0.15874
C 4.82335 -0.09556 0.06038
C 4.18051 -1.33597 -0.02631
C 2.80073 -1.35275 -0.01635
C 2.04058 -0.18057 0.06951
P 0.21847 -0.27478 0.09811
C -0.08631 -1.23423 1.62936
C -0.12612 -2.62312 1.69280
C -0.32718 -3.26576 2.90774
C -0.48523 -2.52375 4.07229
C -0.44674 -1.13657 4.01777
C -0.25650 -0.49789 2.80039
C -0.23274 -1.40056 -1.26222
C -1.43695 -2.10066 -1.18004
C -1.86375 -2.88727 -2.23957
C -1.09843 -2.97342 -3.39624
C 0.09195 -2.26293 -3.49124
C 0.52402 -1.47744 -2.42923
H 2.49349 3.10558 0.37502
H 1.01452 2.28494 0.49565
H 4.60951 2.02761 0.23881
H 5.90666 -0.04723 0.05842
H 4.74521 -2.25768 -0.09984
H 2.28640 -2.30520 -0.09371
H -0.02404 -3.21292 0.78752
H -0.36909 -4.34842 2.94166
H -0.65477 -3.02589 5.01764
H -0.58216 -0.54905 4.91838
H -0.24151 0.58686 2.76430
H -2.05691 -2.03751 -0.29115
H -2.80340 -3.41983 -2.15657
H -1.43183 -3.58853 -4.22413
H 0.68603 -2.31420 -4.39589
H 1.44998 -0.92008 -2.51098
Se -4.99380 -1.85495 0.95002
C -3.88490 -0.46747 1.11981
N -3.13566 0.42028 1.24802
*
```

=====

Entry 3:
Density functional theory data (wB97M-V/def2-TZVPD) for a single C19H18Cl2N2O5 molecule.

Results
E: -58258.2118 eV
LUMO level: 0.59 eV
HOMO energy: -9.1 eV
Frontier orbital gap: 9.69 eV

ORCA input file:
```
! RIJCOSX wB97M-V def2-TZVPD def2/J DEFGRID3
* xyz 0 1
O -3.32303 -1.05505 -1.63973
C -3.11489 -1.19526 -0.46737
C -4.01635 -0.71179 0.65574
C -4.78181 0.50547 0.23399
C -4.10414 1.68280 -0.07794
Cl -2.38501 1.71507 0.05690
C -4.76134 2.82728 -0.49403
C -6.13968 2.80743 -0.61068
C -6.84662 1.65705 -0.31434
C -6.16783 0.52087 0.09942
Cl -7.08967 -0.89552 0.45384
O -2.04519 -1.82657 0.03399
C -1.14834 -2.39595 -0.91723
C 0.15962 -2.80492 -0.24179
O 0.52337 -3.96424 -0.24340
N 0.87909 -1.81554 0.32374
C 0.54508 -0.40429 0.25148
C 1.51170 0.40425 1.10700
N 2.87703 0.18462 0.67726
C 3.66764 1.27080 0.47592
O 3.27028 2.39968 0.72612
C 5.02993 1.08690 -0.04444
C 5.96683 2.08088 -0.19601
C 7.11153 1.47040 -0.74582
C 6.79429 0.15350 -0.89477
O 5.54564 -0.09016 -0.47653
C 3.23961 -1.19187 0.40050
C 2.15984 -2.13249 0.92327
H -3.40115 -0.50755 1.53387
H -4.70433 -1.52433 0.89709
H -4.19812 3.71706 -0.72604
H -6.66383 3.69162 -0.93706
H -7.92072 1.63218 -0.40636
H -0.96660 -1.67664 -1.72517
H -1.59962 -3.29595 -1.34735
H 0.60650 -0.05625 -0.78809
H -0.47102 -0.23694 0.61366
H 1.39723 0.13858 2.16366
H 1.30757 1.47243 1.00076
H 5.82816 3.10989 0.06220
H 8.03897 1.94202 -0.99669
H 7.35247 -0.68004 -1.27419
H 4.18886 -1.43639 0.88533
H 3.35953 -1.34268 -0.67960
H 2.39676 -3.16423 0.65474
H 2.09176 -2.06612 2.01415
*
```